Entry 1:
{
  "formula": "C44H37N3O5PRbS3",
  "method": "the ωB97M-V functional and the def2-TZVPD basis",
  "e_above_lowest_kcal_mol": 0.0,
  "total_charge": -2,
  "largest_force_ev_per_a": 0.7,
  "e_homo_ev": -3.533,
  "gap_ev": 7.075,
  "symbols": ["Rb", "O", "C", "O", "C", "C", "C", "N", "C", "C", "C", "C", "C", "C", "C", "N", "C", "C", "C", "C", "C", "N", "H", "H", "H", "H", "H", "H", "H", "H", "H", "H", "O", "C", "C", "O", "O", "C", "C", "C", "C", "C", "C", "C", "C", "C", "C", "C", "C", "H", "H", "H", "H", "H", "H", "H", "H", "H", "H", "H", "C", "S", "C", "H", "H", "H", "H", "H", "H", "S", "P", "S", "C", "C", "C", "C", "C", "C", "C", "C", "C", "C", "C", "C", "H", "H", "H", "H", "H", "H", "H", "H", "H", "H"],
  "coordinates": [[-1.378, -1.382, -1.515], [-3.621, -4.460, 5.635], [-4.198, -3.495, 5.098], [-5.183, -2.831, 5.474], [-3.597, -3.053, 3.737], [-2.505, -3.714, 3.191], [-1.990, -3.290, 1.972], [-2.511, -2.269, 1.289], [-3.557, -1.630, 1.807], [-4.127, -1.989, 3.026], [-4.079, -0.470, 1.025], [-4.504, 0.679, 1.682], [-4.946, 1.758, 0.936], [-4.968, 1.653, -0.442], [-4.524, 0.469, -1.010], [-4.086, -0.573, -0.310], [-0.792, -3.939, 1.360], [0.172, -4.568, 2.143], [1.283, -5.119, 1.525], [1.405, -5.031, 0.148], [0.399, -4.381, -0.552], [-0.673, -3.854, 0.033], [-2.100, -4.555, 3.736], [-4.986, -1.474, 3.434], [-4.448, 0.738, 2.760], [-5.232, 2.681, 1.427], [-5.253, 2.487, -1.070], [-4.486, 0.364, -2.090], [0.065, -4.600, 3.218], [2.052, -5.599, 2.118], [2.268, -5.423, -0.375], [0.457, -4.256, -1.628], [1.338, -1.561, -1.568], [2.083, -1.762, -2.769], [1.057, -2.120, -3.931], [1.557, -2.122, -5.062], [-0.106, -2.389, -3.558], [3.038, -2.931, -2.540], [2.960, -4.122, -3.253], [3.799, -5.186, -2.947], [4.734, -5.077, -1.927], [4.826, -3.890, -1.213], [3.987, -2.831, -1.523], [2.801, -0.474, -3.138], [4.048, -0.463, -3.755], [4.656, 0.736, -4.101], [4.024, 1.944, -3.840], [2.772, 1.942, -3.238], [2.168, 0.744, -2.893], [1.928, -1.539, -0.801], [2.245, -4.206, -4.062], [3.720, -6.108, -3.511], [5.386, -5.909, -1.689], [5.551, -3.791, -0.415], [4.079, -1.905, -0.964], [4.538, -1.401, -3.979], [5.628, 0.722, -4.581], [4.499, 2.880, -4.110], [2.260, 2.876, -3.041], [1.188, 0.751, -2.427], [0.269, -0.247, 2.063], [1.925, -0.831, 1.631], [2.546, 0.673, 0.838], [0.323, 0.505, 2.850], [-0.293, -1.106, 2.427], [-0.240, 0.167, 1.190], [2.502, 1.510, 1.534], [1.954, 0.891, -0.049], [3.581, 0.489, 0.552], [-2.552, 4.907, -2.104], [-1.615, 3.846, -0.723], [-1.455, 1.877, -0.904], [-2.406, 4.135, 0.919], [-2.024, 3.362, 2.013], [-2.639, 3.532, 3.243], [-3.647, 4.478, 3.391], [-4.029, 5.254, 2.307], [-3.408, 5.083, 1.074], [0.040, 4.598, -0.438], [0.140, 5.951, -0.121], [1.381, 6.524, 0.104], [2.537, 5.758, -0.003], [2.444, 4.415, -0.336], [1.196, 3.839, -0.544], [-1.268, 2.597, 1.876], [-2.349, 2.913, 4.083], [-4.139, 4.599, 4.349], [-4.820, 5.987, 2.417], [-3.706, 5.664, 0.209], [-0.760, 6.553, -0.064], [1.451, 7.576, 0.356], [3.505, 6.214, 0.166], [3.339, 3.813, -0.440], [1.098, 2.795, -0.809]],
  "lowdin_charge": [0.80, -0.06, -0.70, -0.06, -0.09, 0.04, -0.22, 0.13, -0.21, 0.04, -0.23, -0.01, -0.07, -0.08, -0.19, 0.06, -0.22, -0.02, -0.07, -0.05, -0.13, 0.08, 0.11, 0.12, 0.11, 0.10, 0.10, 0.11, 0.11, 0.10, 0.09, 0.10, -0.16, -0.33, -0.67, 0.01, -0.18, -0.14, -0.01, -0.09, -0.12, -0.09, -0.03, -0.13, -0.02, -0.09, -0.10, -0.07, -0.01, 0.02, 0.12, 0.10, 0.09, 0.10, 0.12, 0.12, 0.09, 0.09, 0.10, 0.10, -0.39, 0.76, -0.41, 0.04, 0.02, 0.00, 0.04, 0.01, 0.03, 0.12, -0.02, 0.21, -0.38, -0.11, -0.09, -0.11, -0.11, -0.13, -0.36, -0.10, -0.10, -0.11, -0.09, -0.12, 0.08, 0.10, 0.09, 0.09, 0.05, 0.10, 0.09, 0.09, 0.10, 0.03]
}

=====

Entry 2:
{
  "formula": "C44H38As2Cl5FeNO6",
  "method": "the ωB97M-V functional and the def2-TZVPD basis",
  "total_charge": 1,
  "largest_force_ev_per_a": 2.5,
  "s_squared": 8.80,
  "e_homo_ev": [-9.975, -10.020],
  "gap_ev": [7.771, 6.249],
  "spin_multiplicity": 6,
  "symbols": ["Fe", "C", "C", "As", "C", "C", "C", "C", "C", "C", "C", "C", "C", "C", "C", "C", "As", "C", "C", "C", "C", "C", "C", "C", "C", "C", "C", "C", "C", "H", "H", "H", "H", "H", "H", "H", "H", "H", "H", "H", "H", "H", "H", "H", "H", "H", "H", "H", "H", "H", "H", "H", "H", "Cl", "C", "C", "Cl", "C", "Cl", "C", "O", "C", "Cl", "C", "Cl", "C", "N", "C", "C", "C", "O", "H", "H", "H", "H", "H", "H", "H", "H", "H", "O", "C", "O", "C", "C", "C", "C", "O", "C", "O", "C", "C", "H", "H", "H", "H", "H"],
  "coordinates": [[0.208, 0.684, 0.051], [3.593, -0.422, -0.444], [2.972, -1.663, -1.076], [0.998, -1.345, -1.238], [0.642, -2.526, -2.779], [-0.225, -3.611, -2.720], [-0.453, -4.387, -3.844], [0.175, -4.082, -5.040], [1.026, -2.990, -5.112], [1.249, -2.211, -3.991], [0.269, -2.506, 0.157], [0.899, -3.683, 0.476], [0.525, -4.486, 1.553], [-0.425, -3.985, 2.460], [-1.126, -2.858, 2.188], [-1.054, -2.229, 0.829], [2.686, -0.129, 1.300], [3.575, 1.462, 1.995], [3.914, 2.537, 1.183], [4.480, 3.676, 1.730], [4.690, 3.760, 3.096], [4.331, 2.704, 3.919], [3.767, 1.567, 3.372], [3.710, -1.467, 2.322], [5.094, -1.366, 2.417], [5.819, -2.339, 3.078], [5.169, -3.423, 3.648], [3.791, -3.520, 3.574], [3.062, -2.540, 2.920], [3.392, 0.454, -1.076], [4.676, -0.531, -0.328], [3.208, -2.544, -0.472], [3.372, -1.827, -2.084], [-0.710, -3.865, -1.784], [-1.115, -5.236, -3.780], [-0.002, -4.690, -5.914], [1.520, -2.750, -6.042], [1.908, -1.347, -4.047], [1.750, -3.993, -0.116], [1.032, -5.419, 1.736], [-0.569, -4.488, 3.404], [-1.823, -2.457, 2.903], [-1.827, -2.747, 0.216], [3.731, 2.490, 0.114], [4.757, 4.502, 1.093], [5.125, 4.651, 3.521], [4.491, 2.770, 4.984], [3.473, 0.739, 4.011], [5.605, -0.512, 1.983], [6.893, -2.255, 3.154], [5.737, -4.186, 4.160], [3.279, -4.354, 4.030], [1.980, -2.600, 2.874], [-1.368, 5.773, 4.997], [-1.180, 4.822, 3.585], [-0.600, 3.556, 3.666], [-0.127, 2.907, 5.175], [-0.398, 2.836, 2.505], [0.181, 1.232, 2.545], [-0.662, 3.347, 1.208], [-0.311, 2.708, 0.160], [-1.362, 4.581, 1.179], [-1.932, 5.151, -0.329], [-1.609, 5.298, 2.340], [-2.443, 6.794, 2.254], [-2.885, -1.066, -2.804], [-2.630, 0.179, -3.501], [-3.495, 0.499, -4.620], [-1.601, 0.938, -3.100], [-1.317, 2.223, -3.821], [-0.887, 0.574, -2.149], [-3.354, -1.780, -3.477], [-3.529, -0.900, -1.935], [-1.934, -1.476, -2.453], [-4.297, -0.235, -4.664], [-2.947, 0.472, -5.565], [-3.948, 1.485, -4.509], [-2.158, 2.581, -4.402], [-0.466, 2.084, -4.487], [-1.045, 2.970, -3.079], [-2.734, -0.674, 2.599], [-2.561, -0.377, 1.449], [-1.460, -0.817, 0.718], [-3.530, 0.444, 0.696], [-4.870, 0.300, 1.067], [-5.886, 1.002, 0.432], [-5.509, 1.878, -0.561], [-6.284, 2.694, -1.312], [-5.401, 3.427, -2.136], [-4.082, 2.960, -1.928], [-4.163, 2.046, -0.918], [-3.156, 1.342, -0.313], [-5.115, -0.387, 1.862], [-6.920, 0.883, 0.707], [-5.466, 4.496, -1.885], [-5.682, 3.290, -3.190], [-2.124, 1.508, -0.571]],
  "mulliken_spin": [3.78, -0.02, 0.03, -0.05, 0.02, 0.00, 0.00, 0.00, 0.00, 0.00, 0.42, -0.12, 0.37, -0.13, 0.36, -0.06, 0.07, 0.02, 0.00, 0.00, 0.00, 0.00, 0.00, -0.01, 0.00, 0.00, 0.00, 0.00, 0.00, -0.01, 0.00, 0.00, 0.00, 0.00, 0.00, 0.00, 0.00, 0.00, 0.00, 0.00, 0.00, 0.00, 0.08, 0.00, 0.00, 0.00, 0.00, 0.00, 0.00, 0.00, 0.00, 0.00, 0.03, 0.00, 0.01, 0.00, 0.00, 0.00, 0.06, 0.01, 0.07, 0.01, 0.00, 0.00, 0.00, 0.00, 0.00, 0.00, 0.01, 0.00, 0.05, 0.00, 0.00, 0.00, 0.00, 0.00, 0.00, 0.00, 0.00, 0.00, 0.01, 0.03, -0.02, 0.01, 0.00, 0.00, 0.00, 0.00, 0.00, 0.00, 0.00, -0.01, 0.00, 0.00, 0.00, 0.00, 0.00]
}

=====

Entry 3:
{
  "formula": "C44H38F6KN8O7PS3",
  "method": "the ωB97M-V functional and the def2-TZVPD basis",
  "e_above_lowest_kcal_mol": 7.9,
  "total_charge": -2,
  "largest_force_ev_per_a": 0.4,
  "e_homo_ev": -2.992,
  "gap_ev": 6.963,
  "symbols": ["K", "C", "C", "C", "C", "N", "C", "N", "C", "N", "C", "N", "C", "C", "C", "C", "C", "N", "C", "C", "C", "C", "C", "C", "H", "H", "H", "H", "H", "H", "H", "H", "H", "H", "H", "H", "O", "S", "O", "O", "C", "C", "C", "C", "C", "C", "P", "C", "C", "C", "C", "C", "C", "C", "C", "C", "C", "C", "C", "H", "H", "H", "H", "H", "H", "H", "H", "H", "H", "H", "H", "H", "H", "C", "C", "N", "C", "C", "N", "C", "C", "H", "H", "H", "H", "H", "H", "H", "H", "H", "H", "H", "H", "F", "C", "F", "F", "S", "O", "O", "N", "S", "O", "O", "C", "F", "F", "F"],
  "coordinates": [[-1.101, 0.225, 0.015], [-0.578, 4.259, -0.567], [-1.806, 4.911, -0.624], [-2.795, 4.577, 0.277], [-2.540, 3.564, 1.209], [-1.376, 2.913, 1.244], [-0.417, 3.272, 0.392], [-3.445, 3.282, 2.227], [-3.843, 2.072, 2.404], [-3.704, 0.987, 1.576], [-4.402, -0.030, 2.121], [-4.726, -1.222, 1.688], [-4.527, -1.660, 0.397], [-5.076, -2.935, 0.123], [-5.068, -3.429, -1.155], [-4.499, -2.663, -2.170], [-3.932, -1.455, -1.810], [-3.917, -0.959, -0.569], [-4.953, 0.372, 3.457], [-5.681, -0.313, 4.409], [-6.077, 0.390, 5.544], [-5.759, 1.739, 5.700], [-5.031, 2.419, 4.727], [-4.638, 1.706, 3.612], [0.219, 4.493, -1.259], [-1.985, 5.674, -1.372], [-3.759, 5.068, 0.280], [0.516, 2.721, 0.470], [-5.517, -3.478, 0.949], [-5.495, -4.403, -1.370], [-4.461, -3.002, -3.194], [-3.446, -0.833, -2.551], [-5.924, -1.358, 4.264], [-6.641, -0.115, 6.320], [-6.081, 2.260, 6.594], [-4.774, 3.465, 4.832], [0.894, 0.317, 3.910], [1.707, -0.097, 2.788], [2.436, -1.341, 2.997], [1.013, -0.062, 1.499], [3.006, 1.142, 2.673], [3.506, 1.548, 3.908], [4.553, 2.446, 3.994], [5.112, 2.944, 2.827], [4.617, 2.544, 1.598], [3.553, 1.640, 1.482], [2.837, 1.268, -0.192], [3.400, -0.431, -0.563], [3.047, -0.923, -1.821], [3.386, -2.212, -2.197], [4.069, -3.033, -1.308], [4.412, -2.555, -0.052], [4.086, -1.257, 0.320], [4.000, 2.230, -1.250], [3.635, 3.547, -1.531], [4.437, 4.359, -2.319], [5.613, 3.855, -2.858], [5.981, 2.543, -2.597], [5.183, 1.738, -1.794], [3.037, 1.149, 4.797], [4.925, 2.757, 4.963], [5.934, 3.649, 2.867], [5.071, 2.954, 0.707], [2.484, -0.302, -2.510], [3.080, -2.579, -3.168], [4.314, -4.051, -1.587], [4.920, -3.199, 0.656], [4.333, -0.911, 1.314], [2.705, 3.935, -1.129], [4.133, 5.377, -2.529], [6.234, 4.480, -3.490], [6.893, 2.141, -3.022], [5.478, 0.715, -1.596], [0.761, -2.944, 0.219], [1.026, -4.432, 0.558], [-0.205, -5.080, 1.032], [-1.194, -5.021, -0.048], [-1.431, -3.553, -0.491], [-0.671, -2.642, 0.374], [-1.061, -2.866, 1.769], [-0.717, -4.323, 2.180], [1.044, -2.708, -0.808], [1.321, -2.291, 0.884], [1.784, -4.521, 1.341], [1.381, -4.987, -0.315], [-2.121, -5.472, 0.318], [-0.831, -5.635, -0.877], [-2.486, -3.305, -0.420], [-1.113, -3.383, -1.521], [-2.133, -2.670, 1.860], [-0.531, -2.145, 2.394], [-1.598, -4.844, 2.566], [0.049, -4.337, 2.959], [-2.225, -2.445, -4.398], [-1.762, -1.269, -4.837], [-2.796, -0.437, -4.948], [-1.242, -1.463, -6.052], [-0.471, -0.615, -3.650], [-1.192, 0.248, -2.752], [0.124, -1.806, -3.115], [0.591, 0.077, -4.582], [0.385, 1.448, -5.336], [1.085, 1.425, -6.586], [-0.948, 1.979, -5.289], [1.403, 2.574, -4.295], [1.358, 3.819, -4.791], [2.677, 2.177, -4.283], [0.956, 2.608, -3.041]],
  "lowdin_charge": [0.69, -0.08, -0.09, -0.03, -0.35, 0.10, -0.18, 0.15, -0.32, 0.14, -0.32, 0.13, -0.36, -0.05, -0.11, -0.10, -0.15, 0.12, -0.11, -0.03, -0.11, -0.11, -0.03, -0.11, 0.08, 0.10, 0.10, 0.06, 0.10, 0.10, 0.09, 0.08, 0.10, 0.09, 0.09, 0.10, -0.32, 0.41, -0.34, -0.49, -0.25, -0.07, -0.09, -0.10, -0.09, -0.30, 1.14, -0.37, -0.11, -0.09, -0.10, -0.08, -0.08, -0.39, -0.12, -0.09, -0.10, -0.09, -0.08, 0.11, 0.09, 0.09, 0.09, 0.09, 0.11, 0.09, 0.10, 0.10, 0.09, 0.10, 0.09, 0.10, 0.11, -0.15, -0.15, -0.16, -0.16, -0.14, -0.18, -0.14, -0.15, 0.10, 0.08, 0.11, 0.11, 0.11, 0.11, 0.08, 0.11, 0.11, 0.11, 0.11, 0.11, 0.12, -0.66, 0.13, 0.13, 0.57, -0.35, -0.28, -0.30, 0.57, -0.29, -0.28, -0.68, 0.12, 0.13, 0.12]
}

=====

Here are the calculated M numbers, same order: 900.44, 1059.74, 1071.10 (g/mol).